{"formula": "C24H17Br2N5O11SSm", "method": "ωB97M-V/def2-TZVPD", "fmax_ev_per_a": 1.42, "charge": -1, "spin_multiplicity": 6, "homo_lumo_gap_ev": [5.9, 5.9], "elements": ["Sm", "Br", "C", "C", "C", "N", "C", "C", "C", "C", "C", "Br", "C", "C", "N", "H", "H", "H", "H", "H", "H", "O", "C", "O", "C", "C", "C", "N", "C", "C", "C", "O", "O", "H", "H", "H", "C", "C", "N", "C", "C", "N", "C", "O", "O", "C", "O", "O", "H", "H", "H", "H", "H", "C", "S", "O", "O", "O", "H", "H", "H"], "positions_angstrom": [[-0.64139, -0.10206, -0.74447], [4.37594, 0.47359, 4.37339], [3.05507, 0.28159, 3.06783], [3.27057, -0.46429, 1.93384], [2.27267, -0.50932, 0.98724], [1.11794, 0.14711, 1.12267], [0.90803, 0.89956, 2.20722], [1.86071, 0.99341, 3.20793], [-0.39844, 1.65788, 2.27942], [-0.60905, 2.64208, 3.22734], [-1.81561, 3.34711, 3.20716], [-2.08381, 4.70827, 4.45617], [-2.77157, 3.01430, 2.29146], [-2.51713, 1.98674, 1.40675], [-1.34140, 1.34456, 1.39791], [4.19465, -1.00730, 1.74584], [2.41551, -1.07088, 0.07326], [1.72839, 1.58459, 4.09875], [0.13098, 2.95620, 3.96098], [-3.71420, 3.52206, 2.26560], [-3.23098, 1.69340, 0.66218], [3.73592, -1.49666, -6.44231], [4.13065, -0.69855, -5.59849], [5.15369, -0.01014, -5.49210], [3.16062, -0.54340, -4.38191], [3.44009, 0.30790, -3.30021], [2.57065, 0.34020, -2.24644], [1.47668, -0.42325, -2.16603], [1.19302, -1.21112, -3.21724], [1.99495, -1.28354, -4.34536], [-0.11266, -1.97211, -3.10068], [-0.63208, -2.39374, -4.11291], [-0.54592, -2.06346, -1.88296], [4.34045, 0.90978, -3.33948], [2.70122, 1.02645, -1.40928], [1.69603, -1.90649, -5.17159], [0.34813, -3.00004, 2.16641], [-1.03983, -2.63138, 1.83856], [-1.47117, -1.72875, 0.97311], [-2.83385, -1.77000, 1.02598], [-3.22928, -2.67704, 1.94522], [-2.08762, -3.19838, 2.45735], [-4.52291, -3.16658, 2.48102], [-5.62462, -2.67236, 1.95574], [-4.52554, -4.01508, 3.33444], [-3.67443, -0.89500, 0.15151], [-4.90801, -0.91842, 0.25583], [-3.02246, -0.12414, -0.62045], [0.96801, -2.99504, 1.27179], [0.35924, -4.03540, 2.55524], [0.79246, -2.32722, 2.91142], [-2.08168, -3.91866, 3.16129], [-5.37874, -1.94523, 1.23910], [0.76353, 3.61772, -3.10847], [-0.39097, 2.80694, -2.00921], [0.40476, 2.27232, -0.86728], [-1.42634, 3.74067, -1.58793], [-0.87790, 1.59052, -2.68876], [1.27332, 4.34110, -2.47980], [0.21993, 4.11609, -3.89936], [1.45575, 2.85286, -3.48427]], "atomic_forces_ev_per_a": [[-0.04, 0.79, -1.18], [0.23, -0.10, 0.23], [-0.68, 0.64, -0.16], [0.69, -0.48, -0.14], [-0.40, 0.29, 0.04], [-0.05, -0.28, -0.26], [-0.44, 0.28, -0.06], [0.57, -0.37, 0.16], [0.33, -0.10, 0.27], [-0.06, 0.78, 0.41], [0.98, -0.67, 0.09], [-0.11, 0.28, 0.20], [-0.62, 0.03, -0.09], [1.13, -0.04, 0.18], [-0.38, -0.32, -0.53], [-0.17, 0.17, 0.19], [-0.11, -0.03, -0.06], [-0.18, 0.09, -0.01], [-0.05, -0.29, -0.27], [-0.30, 0.19, -0.06], [-0.21, -0.11, -0.23], [-0.04, -0.50, -0.83], [-0.31, 0.40, 1.07], [0.60, 0.30, -0.21], [0.19, 0.11, 0.04], [0.26, -0.37, -0.81], [-0.15, 0.45, 0.68], [-0.16, -0.13, -0.22], [0.06, 0.19, 0.19], [-0.39, 0.07, 0.47], [0.45, -0.10, -0.62], [-0.18, -0.23, 0.23], [-0.52, 0.30, 0.52], [-0.06, -0.03, 0.02], [0.14, -0.06, -0.12], [0.11, -0.07, -0.11], [0.50, -0.58, 0.15], [-0.28, 0.38, 0.00], [0.62, -0.42, 0.17], [-0.55, 0.49, -0.53], [-0.74, -0.25, 0.53], [0.33, -0.34, 0.14], [-0.78, 0.27, -0.76], [0.67, 0.52, -0.33], [0.24, -0.50, 0.68], [0.51, 0.61, -0.38], [-0.16, -0.26, 0.21], [0.18, -0.32, 0.14], [-0.02, 0.08, -0.02], [0.09, 0.53, -0.05], [-0.10, -0.14, -0.13], [-0.04, -0.07, 0.03], [-0.28, -0.37, 0.36], [-0.13, -0.50, 0.59], [-0.44, -0.37, 0.79], [0.16, 0.33, 0.27], [0.87, -0.36, -0.57], [-0.55, -0.20, -0.16], [0.15, 0.11, -0.08], [-0.11, -0.03, -0.15], [-0.23, 0.27, 0.07]], "mulliken_spin": [5.03, 0.00, 0.00, 0.00, 0.00, -0.01, 0.00, 0.00, 0.00, 0.00, 0.00, 0.00, 0.00, 0.00, 0.00, 0.00, 0.00, 0.00, 0.00, 0.00, 0.00, 0.00, 0.00, 0.00, 0.00, 0.00, 0.00, -0.01, 0.00, 0.00, 0.00, 0.00, 0.00, 0.00, 0.00, 0.00, 0.00, 0.00, -0.01, 0.00, 0.00, 0.00, 0.00, 0.00, 0.00, 0.00, 0.00, -0.01, 0.00, 0.00, 0.00, 0.00, 0.00, 0.00, 0.00, 0.00, 0.00, 0.00, 0.00, 0.00, 0.00]}